Entry 1:
The following is a quantum chemistry calculation of an isolated ion of composition C6H8N3O and charge +1, from OMol25.

Properties
SMILES string: C1=[NH+]CN(c2ccco2)N1
Kohn-Sham gap: 8.56 eV
energy above the lowest of the compared OMol25 structures with the same formula, charge and spin: 343.6 kJ/mol
strongest force on any atom: 4.42 eV/Å
total charge: +1
highest occupied orbital energy: -12.7 eV

Positions of all 18 atoms, in Å:
C 2.871 -0.205 -0.118
C 1.889 -0.791 0.741
C 2.249 0.856 -0.693
C 0.744 -0.146 0.482
C -2.194 0.976 0.184
C -1.486 -1.087 -0.358
N -1.321 0.645 1.135
N -0.598 -0.439 0.793
N -2.288 0.005 -0.743
O 0.921 0.883 -0.386
H 3.868 -0.788 -0.088
H 1.896 -1.628 1.538
H 2.419 1.695 -1.419
H -2.651 1.939 0.119
H -0.905 -1.658 -1.071
H -2.198 -1.808 0.061
H -0.745 1.310 1.622
H -2.474 0.242 -1.801

Which charges does natural (NBO) predict for the atoms? In e, they are: -0.31 -0.24 0.12 0.30 0.35 -0.07 -0.33 -0.24 -0.55 -0.44 0.28 0.27 0.24 0.26 0.25 0.21 0.45 0.47

---

Entry 2:
The following is a quantum chemistry calculation of one molecule with the formula C2H4N2O2S, from OMol25.

Properties
SMILES string: [H]/N=C(/NO)OC=S
Kohn-Sham gap: 9.18 eV
energy above the lowest of the compared OMol25 structures with the same formula, charge and spin: 261.4 kJ/mol
strongest force on any atom: 1.89 eV/Å
highest occupied orbital energy: -9.5 eV

Positions of all 11 atoms, in Å:
C -0.319 -0.025 -0.239
C 1.993 0.058 0.159
H -2.438 0.389 0.200
H -1.033 -1.803 0.315
H 0.090 1.873 -0.423
H 1.696 0.884 0.800
N -1.253 -1.012 -0.207
N -0.645 1.195 -0.201
O -2.542 -0.585 0.084
O 0.940 -0.578 -0.403
S 3.510 -0.397 -0.085

Which charges does natural (NBO) predict for the atoms? In e, they are: 0.65 0.00 0.49 0.38 0.38 0.18 -0.30 -0.79 -0.54 -0.49 0.04

---

Entry 3:
The following is a quantum chemistry calculation of C36H41MgN7O3PS as an isolated structure, from OMol25.

Properties
Kohn-Sham gap: 7.48 eV
energy above the lowest of the compared OMol25 structures with the same formula, charge and spin: 31.7 kJ/mol
strongest force on any atom: 1.73 eV/Å
total charge: +1
highest occupied orbital energy: -10.4 eV

Positions of all 90 atoms, in Å:
Mg 0.093 1.571 0.772
C -3.981 0.600 1.942
C -2.634 1.247 1.858
N -2.091 1.559 0.741
N -2.704 1.396 -0.431
C -2.251 2.090 -1.516
N -2.984 1.995 -2.643
S -0.946 3.091 -1.401
C -1.900 1.718 3.031
C -2.413 1.687 4.330
C -1.724 2.328 5.346
C -0.547 2.990 5.038
C -0.097 2.947 3.724
N -0.740 2.321 2.759
H -4.725 1.217 1.436
H -3.943 -0.373 1.453
H -4.308 0.446 2.962
H -3.578 0.876 -0.502
H -3.617 1.225 -2.804
H -2.644 2.496 -3.447
H -3.336 1.181 4.559
H -2.115 2.337 6.353
H 0.009 3.524 5.791
H 0.806 3.464 3.434
N -1.006 -1.046 2.568
C -1.688 -2.097 1.970
C -2.460 -2.971 2.737
C -3.143 -4.015 2.148
C -3.057 -4.222 0.780
C -2.315 -3.350 0.007
C -1.663 -2.260 0.577
P -0.764 -1.027 -0.451
C -1.832 -1.036 -1.950
C -1.290 -0.749 -3.202
C -2.090 -0.737 -4.334
C -3.451 -0.985 -4.236
C -4.011 -1.230 -2.989
C -3.210 -1.241 -1.859
C 0.606 -2.132 -0.966
C 1.800 -2.037 -0.258
C 2.855 -2.884 -0.548
C 2.732 -3.824 -1.558
C 1.545 -3.926 -2.263
C 0.484 -3.088 -1.972
H -0.057 -0.929 2.230
H -0.990 -1.122 3.578
H -2.493 -2.838 3.810
H -3.724 -4.686 2.762
H -3.567 -5.054 0.317
H -2.250 -3.514 -1.058
H -0.235 -0.538 -3.294
H -1.650 -0.555 -5.305
H -4.074 -0.994 -5.119
H -5.071 -1.427 -2.895
H -3.659 -1.464 -0.900
H 1.897 -1.299 0.525
H 3.777 -2.796 0.006
H 3.556 -4.482 -1.786
H 1.448 -4.659 -3.048
H -0.425 -3.169 -2.547
O 1.651 2.956 1.222
C 2.151 2.058 1.896
C 3.434 2.131 2.705
C 3.441 0.790 3.433
C 2.247 0.047 2.835
O 1.925 -1.096 3.077
N 1.566 0.873 1.994
H 3.432 2.993 3.372
H 4.286 2.243 2.033
H 3.277 0.885 4.508
H 4.355 0.214 3.294
O 1.196 1.038 -0.915
C 1.698 1.661 -1.844
C 2.457 2.936 -1.667
C 3.905 2.423 -1.494
C 4.450 1.550 -2.635
C 3.944 0.095 -2.632
C 2.556 -0.084 -3.276
N 1.780 1.142 -3.111
H 2.140 3.465 -0.770
H 2.383 3.587 -2.536
H 3.951 1.849 -0.566
H 4.552 3.291 -1.377
H 5.536 1.514 -2.526
H 4.247 2.027 -3.597
H 3.891 -0.255 -1.599
H 4.667 -0.536 -3.149
H 2.031 -0.915 -2.803
H 2.634 -0.269 -4.348
H 2.065 1.842 -3.786

Which charges does Löwdin predict for the atoms? In e, they are: 0.53 0.02 -0.25 -0.02 -0.03 -0.83 0.14 0.81 -0.22 0.01 -0.03 -0.02 -0.09 0.09 0.10 0.08 0.08 0.14 0.08 0.11 0.11 0.12 0.11 0.12 0.12 -0.32 -0.03 -0.07 -0.08 -0.10 -0.29 1.15 -0.36 -0.09 -0.07 -0.08 -0.08 -0.14 -0.35 -0.10 -0.07 -0.07 -0.07 -0.09 0.04 0.11 0.11 0.11 0.11 0.10 0.09 0.11 0.11 0.11 0.10 0.08 0.11 0.11 0.11 0.10 -0.02 -0.55 -0.06 -0.06 -0.48 0.06 0.08 0.12 0.12 0.13 0.13 -0.09 -0.52 -0.10 -0.16 -0.18 -0.16 -0.15 0.07 0.09 0.13 0.11 0.12 0.11 0.12 0.10 0.11 0.09 0.13 0.13

---

Entry 4:
The following is a quantum chemistry calculation of one molecule with the formula C3H5NO2, from OMol25.

Properties
SMILES string: C1=NOCOC1
Kohn-Sham gap: 10.64 eV
energy above the lowest of the compared OMol25 structures with the same formula, charge and spin: 368.9 kJ/mol
strongest force on any atom: 4.13 eV/Å
highest occupied orbital energy: -9.8 eV

Positions of all 11 atoms, in Å:
C 0.443 1.190 0.013
C -0.350 -0.591 1.203
C -0.215 -1.285 -0.138
H 0.307 2.221 -0.191
H 1.450 1.133 0.598
H 0.581 -0.861 1.785
H -1.188 -1.000 1.767
H -0.162 -2.414 0.076
N 0.223 -0.800 -1.201
O -0.514 0.735 1.010
O 0.287 0.594 -1.272

Which charges does natural (NBO) predict for the atoms? In e, they are: 0.18 -0.13 0.02 0.19 0.15 0.17 0.21 0.19 -0.11 -0.52 -0.37

---

Entry 5:
The following is a quantum chemistry calculation of one molecule with the formula C2H3NO2, from OMol25.

Properties
SMILES string: CN1OC1=O
Kohn-Sham gap: 11.64 eV
energy above the lowest of the compared OMol25 structures with the same formula, charge and spin: 340.0 kJ/mol
strongest force on any atom: 5.02 eV/Å
highest occupied orbital energy: -10.8 eV

Positions of all 8 atoms, in Å:
C 2.091 -1.263 0.770
C 0.100 -0.125 0.055
N 0.743 -1.369 0.728
O 3.126 -1.396 0.216
O 1.535 -0.918 1.850
H -0.862 -0.497 -0.538
H -0.204 0.406 0.856
H 0.741 0.523 -0.520

Which charges does natural (NBO) predict for the atoms? In e, they are: 0.87 -0.45 -0.18 -0.53 -0.34 0.22 0.21 0.21

---

Entry 6:
The following is a quantum chemistry calculation of C18H21N5O3PPmSTe as an isolated structure, from OMol25.

Properties
multiplicity: 5
Kohn-Sham gap (alpha / beta): 6.31 / 6.34 eV
energy above the lowest of the compared OMol25 structures with the same formula, charge and spin: 4.4 kJ/mol
strongest force on any atom: 1.83 eV/Å
highest occupied orbital energy (alpha / beta): -7.4 / -7.4 eV

Positions of all 51 atoms, in Å:
Pm -0.352 -0.605 -0.277
S 2.400 -0.260 0.029
C 2.114 1.322 -0.695
N 2.951 2.045 -1.332
N 4.192 1.586 -1.471
C 5.122 2.279 -2.252
C 4.813 3.487 -2.868
C 5.785 4.135 -3.615
C 7.057 3.597 -3.762
C 7.353 2.390 -3.143
C 6.395 1.732 -2.389
N 0.750 1.749 -0.588
N 0.499 2.940 -0.807
C -0.881 3.290 -0.730
C -1.802 2.641 0.077
C -3.133 3.013 0.046
C -3.542 4.045 -0.791
C -2.614 4.709 -1.583
C -1.278 4.341 -1.543
H 4.407 0.655 -1.134
H 3.823 3.904 -2.751
H 5.541 5.077 -4.092
H 7.806 4.111 -4.348
H 8.339 1.955 -3.245
H 6.632 0.793 -1.902
H -1.477 1.860 0.749
H -3.847 2.497 0.675
H -4.583 4.340 -0.815
H -2.930 5.518 -2.228
H -0.532 4.840 -2.148
C -5.962 -1.997 -2.914
C -5.121 -0.745 -2.916
O -4.459 -0.605 -1.627
P -2.912 -0.782 -1.453
O -2.552 -0.364 -0.027
Te -1.488 0.231 -3.056
O -2.561 -2.331 -1.431
C -2.385 -3.175 -2.607
C -1.014 -3.793 -2.581
H -6.484 -2.087 -3.868
H -6.703 -1.963 -2.116
H -5.346 -2.884 -2.773
H -5.724 0.152 -3.034
H -4.373 -0.754 -3.710
H -2.540 -2.579 -3.507
H -3.166 -3.931 -2.543
H -0.242 -3.029 -2.698
H -0.918 -4.484 -3.421
H -0.839 -4.328 -1.650
N 0.019 -3.949 1.014
C -0.101 -2.846 0.683

Which charges does natural (NBO) predict for the atoms? In e, they are: 1.69 -0.40 0.12 -0.22 -0.41 0.24 -0.28 -0.18 -0.25 -0.19 -0.28 -0.27 -0.10 0.15 -0.24 -0.19 -0.20 -0.20 -0.21 0.39 0.24 0.21 0.21 0.21 0.21 0.20 0.23 0.22 0.22 0.23 -0.63 -0.06 -0.82 2.02 -1.15 -0.40 -0.84 -0.07 -0.64 0.22 0.22 0.21 0.20 0.19 0.19 0.20 0.21 0.23 0.25 -0.42 -0.27

---

Entry 7:
The following is a quantum chemistry calculation of C18H31BF13N2O22S5Zr2 as an isolated structure, from OMol25.

Properties
multiplicity: 2
Kohn-Sham gap (alpha / beta): 4.69 / 6.64 eV
strongest force on any atom: 9.62 eV/Å
highest occupied orbital energy (alpha / beta): -8.1 / -10.1 eV

Positions of all 94 atoms, in Å:
Zr 9.385 7.801 14.964
Zr 8.458 9.937 11.756
N 6.539 9.843 12.643
S 5.899 9.019 14.124
O 7.059 8.491 14.855
O 4.627 8.291 14.102
F 5.697 10.252 15.045
S 5.043 10.112 12.135
O 4.192 11.064 12.848
O 4.399 9.103 11.310
F 5.614 11.063 10.967
N 8.616 11.922 11.292
S 7.771 13.445 11.723
O 6.587 13.652 10.976
O 8.457 14.534 12.501
F 7.172 12.705 12.969
S 9.246 12.879 10.138
O 10.379 13.703 10.520
O 8.495 13.185 8.932
F 10.033 11.599 9.611
B 8.198 9.189 9.679
H 7.904 8.772 8.728
H 7.810 10.187 9.812
H 7.715 8.638 10.472
H 9.255 9.183 9.895
O 8.613 5.777 14.565
C 8.272 5.328 13.251
C 8.291 6.519 12.232
O 8.810 7.805 12.561
H 7.257 4.931 13.228
H 8.940 4.557 12.867
H 7.350 6.775 11.744
H 8.859 6.138 11.383
O 9.329 9.154 16.649
C 9.758 10.517 16.443
C 9.459 11.183 14.932
O 9.031 10.264 13.944
H 10.835 10.592 16.594
H 9.364 11.206 17.190
H 10.260 11.812 14.544
H 8.693 11.954 15.022
C 0.381 9.799 14.068
C 1.052 8.518 13.696
O 1.266 8.400 12.332
C 0.189 8.246 11.486
O -0.983 8.094 11.815
C 0.710 8.188 10.027
F 1.015 6.962 9.701
F -0.333 8.575 9.300
F 1.693 9.061 9.677
H 0.126 9.808 15.127
H -0.597 9.868 13.591
H 0.920 10.732 13.907
H 0.461 7.669 14.041
H 2.070 8.454 14.080
C 3.220 12.902 15.966
C 4.597 13.433 15.639
O 5.420 12.917 16.619
C 6.371 13.711 17.177
O 6.488 14.967 17.138
C 7.240 12.854 18.199
F 6.662 13.041 19.409
F 7.122 11.559 17.845
F 8.446 13.363 18.107
H 2.847 13.498 16.799
H 3.350 11.838 16.166
H 2.470 13.093 15.199
H 4.474 14.503 15.805
H 4.925 13.195 14.627
C 0.943 5.874 19.775
C 1.349 7.291 20.267
O 1.667 8.186 19.215
C 3.050 8.423 18.967
O 3.988 7.730 19.493
C 3.367 9.483 17.931
F 3.598 10.694 18.443
F 4.418 9.157 17.147
F 2.324 9.523 17.083
H 0.940 5.817 18.687
H -0.033 5.513 20.097
H 1.720 5.188 20.113
H 2.071 7.260 21.083
H 0.450 7.645 20.771
C 5.792 5.357 9.549
C 4.713 6.362 9.522
O 4.268 6.489 10.846
S 4.408 5.041 11.619
O 3.417 4.085 11.217
O 4.606 5.268 13.038
O 5.783 4.666 10.800
H 6.707 5.922 9.374
H 5.670 4.584 8.791
H 3.869 6.085 8.892
H 5.003 7.372 9.232

Which charges does Löwdin predict for the atoms? In e, they are: 1.79 1.84 -0.38 0.68 -0.37 -0.19 -0.12 0.52 -0.22 -0.23 -0.20 -0.42 0.60 -0.19 -0.21 -0.20 0.49 -0.21 -0.20 -0.21 -0.38 0.03 -0.03 -0.06 0.00 -0.42 -0.27 -0.28 -0.51 0.09 0.11 0.09 0.11 -0.43 -0.24 -0.24 -0.48 0.09 0.07 0.10 0.09 -0.06 -0.24 0.01 -0.30 0.15 -0.56 0.20 0.16 0.15 0.08 0.08 0.08 0.14 0.11 -0.05 -0.24 0.00 -0.27 0.11 -0.53 0.16 0.15 0.19 0.09 0.06 0.08 0.12 0.12 -0.05 -0.23 0.00 -0.21 0.11 -0.54 0.18 0.15 0.15 0.08 0.07 0.07 0.12 0.12 -0.18 -0.21 -0.22 0.70 -0.22 -0.23 -0.20 0.12 0.14 0.13 0.14

---

Entry 8:
The following is a quantum chemistry calculation of a 2-piece molecular cluster, C16H28FN2O5S2 overall, from OMol25.

Properties
Kohn-Sham gap: 6.27 eV
strongest force on any atom: 1.59 eV/Å
total charge: -1
highest occupied orbital energy: -4.6 eV

Positions of all 54 atoms, in Å:
C 1.610 -1.920 -1.168
C 0.811 -2.173 0.086
O -0.594 -2.061 -0.213
C 1.107 -1.171 1.203
C 0.163 -1.279 2.361
O 0.589 -2.242 3.391
C -0.350 -2.127 4.347
O -0.649 -2.981 5.155
O -0.919 -0.902 4.283
C -0.158 -0.097 3.256
C 0.979 0.495 4.094
C 1.817 1.611 3.460
N 3.080 1.093 2.906
C -1.163 0.914 2.736
C -0.910 1.565 1.369
C -1.630 0.859 0.211
S -2.529 2.090 -0.775
C -2.646 1.314 -2.367
S -4.116 0.973 -2.956
N -1.419 1.121 -3.061
C -1.385 1.892 -4.311
C -0.085 1.658 -5.086
O 0.293 0.304 -5.217
C 0.236 -0.362 -3.960
C -1.180 -0.304 -3.435
H 1.402 -0.906 -1.528
H 1.249 -2.644 -1.963
H 2.676 -2.108 -1.036
H 1.041 -3.183 0.453
H -0.778 -2.773 -0.849
H 1.072 -0.175 0.754
H 2.135 -1.347 1.526
H -0.815 -1.656 2.051
H 1.639 -0.297 4.449
H 0.485 0.910 4.974
H 2.028 2.345 4.249
H 1.271 2.147 2.686
H 3.791 1.815 2.883
H 3.433 0.346 3.496
H -1.282 1.670 3.515
H -2.104 0.363 2.682
H 0.146 1.658 1.121
H -1.291 2.587 1.433
H -2.347 0.127 0.579
H -0.947 0.320 -0.447
H -1.446 2.961 -4.090
H -2.228 1.634 -4.965
H -0.262 2.026 -6.100
H 0.730 2.264 -4.666
H 0.562 -1.394 -4.072
H 0.880 0.166 -3.246
H -1.353 -0.980 -2.599
H -1.865 -0.554 -4.255
F 1.226 -3.591 -3.343

Which charges does natural (NBO) predict for the atoms? In e, they are: -0.70 0.11 -0.77 -0.45 0.06 -0.51 0.97 -0.60 -0.53 0.29 -0.45 -0.22 -0.84 -0.43 -0.43 -0.52 0.24 -0.08 0.04 -0.55 -0.24 -0.07 -0.52 -0.11 -0.25 0.17 0.34 0.20 0.16 0.49 0.22 0.24 0.21 0.22 0.22 0.17 0.19 0.36 0.35 0.21 0.23 0.22 0.22 0.22 0.25 0.20 0.18 0.18 0.16 0.28 0.16 0.23 0.19 -0.93

---

The highest strongest force on any atom belongs to which entry? C18H31BF13N2O22S5Zr2